Entry 1:
{
  "formula": "C47H88Cl28F3IN2O2PS3",
  "method": "the ωB97M-V functional and the def2-TZVPD basis",
  "orbital_gap_ha": 0.2873,
  "e_lumo_ev": -2.20,
  "homo_energy_ev": -10.02,
  "molar_mass_g_mol": 2017.0,
  "total_charge": 1,
  "e_tot_ha": -17121.97235,
  "elements": ["C", "C", "Cl", "C", "Cl", "C", "N", "C", "C", "O", "C", "F", "F", "F", "C", "C", "C", "C", "C", "I", "C", "C", "C", "C", "S", "C", "S", "N", "C", "C", "O", "C", "C", "P", "S", "H", "H", "H", "H", "H", "H", "H", "H", "H", "H", "H", "H", "H", "H", "H", "H", "H", "H", "H", "H", "H", "H", "H", "H", "H", "H", "H", "H", "H", "H", "H", "H", "H", "H", "H", "H", "Cl", "C", "C", "Cl", "H", "H", "H", "H", "Cl", "C", "C", "Cl", "H", "H", "H", "H", "Cl", "C", "C", "Cl", "H", "H", "H", "H", "Cl", "C", "C", "Cl", "H", "H", "H", "H", "Cl", "C", "C", "Cl", "H", "H", "H", "H", "Cl", "C", "C", "Cl", "H", "H", "H", "H", "Cl", "C", "C", "Cl", "H", "H", "H", "H", "Cl", "C", "C", "Cl", "H", "H", "H", "H", "Cl", "C", "C", "Cl", "H", "H", "H", "H", "Cl", "C", "C", "Cl", "H", "H", "H", "H", "Cl", "C", "C", "Cl", "H", "H", "H", "H", "Cl", "C", "C", "Cl", "H", "H", "H", "H", "Cl", "C", "C", "Cl", "H", "H", "H", "H"],
  "coordinates": [[-3.457, -0.556, 2.692], [-3.142, -0.099, 1.261], [-1.921, 1.224, 1.384], [-4.347, 0.485, 0.482], [-4.807, 2.054, 1.217], [-5.557, -0.431, 0.381], [-6.786, 0.194, -0.260], [-8.061, 0.252, 0.525], [-8.533, 1.670, 0.893], [-7.820, 2.248, 1.961], [-8.618, 2.622, -0.286], [-8.979, 2.025, -1.389], [-9.498, 3.559, -0.007], [-7.473, 3.253, -0.465], [-6.985, -0.411, -1.645], [-5.793, -1.371, -1.902], [-4.754, -0.518, -2.691], [-4.348, -1.146, -4.040], [-3.274, -0.223, -4.655], [-4.125, 1.334, -5.858], [-5.413, -1.740, -0.421], [-3.988, -2.383, -0.565], [-3.494, -3.228, 0.645], [-1.954, -3.190, 0.792], [-1.060, -3.249, -0.787], [-0.280, -1.609, -0.891], [-1.044, -0.465, -1.767], [0.902, -1.452, -0.234], [1.795, -0.468, -0.851], [1.568, 0.987, -0.360], [0.632, 1.055, 0.715], [1.103, 0.156, 1.697], [0.707, -1.249, 1.226], [-6.425, -3.134, 0.299], [-8.311, -3.117, -0.189], [-2.778, -1.348, 3.002], [-3.262, 0.262, 3.376], [-4.467, -0.938, 2.838], [-2.611, -0.867, 0.725], [-4.017, 0.707, -0.531], [-5.878, -0.750, 1.374], [-6.470, 1.137, -0.512], [-7.991, -0.295, 1.459], [-8.878, -0.214, -0.007], [-9.558, 1.547, 1.256], [-8.075, 1.725, 2.732], [-7.097, 0.464, -2.282], [-7.911, -0.957, -1.807], [-6.024, -2.249, -2.493], [-5.127, 0.471, -2.948], [-3.817, -0.348, -2.161], [-3.979, -2.163, -3.926], [-5.219, -1.079, -4.688], [-2.607, -0.816, -5.271], [-2.695, 0.264, -3.884], [-4.037, -3.081, -1.398], [-3.219, -1.657, -0.810], [-3.892, -2.896, 1.605], [-3.763, -4.274, 0.532], [-1.662, -2.359, 1.424], [-1.668, -4.085, 1.340], [1.720, -0.500, -1.931], [2.818, -0.755, -0.606], [2.529, 1.354, 0.025], [1.238, 1.666, -1.144], [2.172, 0.262, 1.896], [0.495, 0.330, 2.580], [-0.358, -1.326, 1.424], [1.205, -2.047, 1.783], [-6.251, -3.086, 1.700], [-5.869, -4.341, -0.168], [-1.121, 2.560, -1.948], [-1.202, 4.283, -1.511], [0.136, 4.807, -1.063], [0.643, 4.106, 0.499], [-1.959, 4.400, -0.739], [-1.531, 4.825, -2.396], [0.082, 5.886, -0.927], [0.912, 4.590, -1.793], [2.164, 2.386, -3.991], [3.740, 2.390, -3.145], [4.701, 1.384, -3.718], [4.192, -0.298, -3.391], [3.552, 2.210, -2.086], [4.156, 3.392, -3.253], [5.687, 1.519, -3.256], [4.807, 1.498, -4.795], [0.215, 1.135, 4.970], [-0.435, 2.552, 5.838], [0.586, 3.169, 6.758], [0.971, 2.112, 8.145], [-1.321, 2.234, 6.380], [-0.736, 3.277, 5.085], [0.199, 4.098, 7.167], [1.514, 3.384, 6.233], [-2.413, 7.563, -2.708], [-2.057, 7.229, -4.424], [-3.215, 6.570, -5.129], [-3.497, 4.905, -4.556], [-1.162, 6.613, -4.468], [-1.838, 8.187, -4.894], [-3.004, 6.505, -6.196], [-4.136, 7.132, -4.995], [9.123, 1.410, -5.627], [9.720, 1.414, -3.951], [8.608, 1.213, -2.955], [7.505, 2.615, -2.890], [10.245, 2.351, -3.783], [10.439, 0.599, -3.867], [9.023, 1.091, -1.956], [8.016, 0.331, -3.191], [12.133, -0.128, -6.214], [12.677, 0.078, -7.898], [11.778, -0.638, -8.874], [11.905, -2.409, -8.729], [13.703, -0.275, -7.966], [12.667, 1.147, -8.107], [12.064, -0.382, -9.893], [10.736, -0.363, -8.732], [-1.204, -1.831, 5.966], [-0.426, -2.012, 7.561], [0.499, -3.201, 7.611], [-0.389, -4.747, 7.532], [-1.212, -2.088, 8.310], [0.135, -1.096, 7.742], [1.048, -3.199, 8.552], [1.217, -3.184, 6.797], [2.632, -0.782, 6.307], [4.170, -0.877, 7.203], [5.085, -1.928, 6.631], [4.460, -3.576, 6.906], [3.941, -1.071, 8.248], [4.641, 0.102, 7.132], [6.060, -1.874, 7.113], [5.226, -1.796, 5.561], [-2.072, 3.593, 8.711], [-1.457, 3.540, 10.384], [-2.559, 3.312, 11.387], [-3.654, 4.711, 11.514], [-0.928, 4.471, 10.576], [-0.739, 2.723, 10.430], [-2.127, 3.157, 12.375], [-3.155, 2.440, 11.132], [4.385, 2.631, -0.078], [3.687, 4.024, 0.792], [4.689, 4.684, 1.704], [5.117, 3.647, 3.087], [2.815, 3.672, 1.342], [3.352, 4.733, 0.035], [4.263, 5.600, 2.112], [5.605, 4.936, 1.175], [-8.708, -2.679, -3.806], [-10.241, -3.516, -3.441], [-10.571, -4.568, -4.468], [-10.982, -3.856, -6.047], [-11.025, -2.766, -3.373], [-10.122, -3.979, -2.461], [-11.438, -5.139, -4.140], [-9.741, -5.256, -4.614], [7.309, -4.366, 3.967], [6.025, -5.589, 4.159], [5.724, -6.308, 2.869], [4.945, -5.242, 1.671], [5.144, -5.090, 4.553], [6.376, -6.301, 4.904], [5.034, -7.128, 3.060], [6.626, -6.716, 2.420], [10.272, -6.411, -10.408], [10.020, -5.684, -8.800], [8.583, -5.771, -8.354], [7.511, -4.728, -9.324], [10.362, -4.653, -8.840], [10.654, -6.230, -8.104], [8.499, -5.437, -7.321], [8.207, -6.790, -8.417]],
  "forces_ev_per_angstrom": [[0.25, -0.04, -0.05], [-0.21, 0.96, 1.07], [-0.46, -0.45, -0.10], [0.50, 0.07, -0.46], [-0.46, -0.33, -0.21], [-0.87, -1.87, 0.95], [0.25, 0.25, -0.86], [-0.57, 0.95, 0.55], [-0.21, -1.00, 0.70], [0.08, -0.08, -0.34], [0.01, 0.79, 2.00], [-0.23, -0.90, -1.32], [-1.08, 0.77, 0.08], [1.40, 0.07, -0.65], [-0.59, -0.88, -1.03], [-0.56, 2.45, 0.83], [0.95, -0.96, -0.26], [-0.07, 1.55, 0.29], [-0.20, -0.80, -0.09], [0.12, -0.18, 0.18], [2.24, -0.88, -1.39], [-0.22, -0.58, 1.24], [0.74, 0.42, -0.30], [-0.61, -0.62, 0.28], [0.31, -0.02, 0.40], [-0.95, -0.04, -0.03], [0.31, -0.39, -0.46], [0.05, 0.85, -0.41], [0.38, 0.62, 0.38], [0.37, 0.14, 0.31], [1.32, -0.20, -0.36], [-1.01, -0.55, -0.41], [0.36, -0.86, 0.31], [-1.53, 0.27, -0.86], [-0.11, 0.02, 0.30], [0.11, -0.08, -0.08], [-0.32, 0.14, 0.15], [-0.07, 0.08, -0.03], [-0.31, 0.11, -0.34], [0.19, 0.23, 0.08], [0.07, 0.57, 0.24], [-0.32, 0.24, 0.65], [0.43, -0.21, 0.01], [0.26, -0.27, -0.49], [-0.23, -0.18, -0.48], [0.20, 0.38, 0.13], [0.49, -0.20, -0.40], [-0.19, 0.03, 1.00], [-0.53, -0.13, 0.09], [-0.25, 0.10, 0.21], [-0.10, -0.16, 0.15], [0.00, -0.09, -0.04], [-0.09, -0.70, -0.13], [0.09, 0.26, -0.28], [0.15, 0.17, 0.00], [-0.03, 0.16, -0.27], [-0.21, 0.05, -0.27], [-0.15, 0.05, -0.02], [-0.22, -0.06, -0.07], [0.07, -0.11, -0.25], [0.18, -0.03, 0.09], [-0.16, -0.22, -0.09], [-0.04, -0.16, 0.07], [-0.49, -0.16, -0.22], [-0.17, -0.21, -0.03], [0.03, 0.12, 0.03], [0.40, 0.13, 0.23], [0.23, 0.11, 0.06], [0.10, 0.10, 0.09], [0.48, -0.02, -0.23], [0.43, 0.34, 0.27], [-0.15, 0.25, 0.01], [-0.14, 0.16, -0.13], [-0.02, 0.24, -0.08], [-0.65, 0.16, -0.12], [0.05, -0.04, 0.04], [0.03, 0.01, 0.01], [-0.08, -0.01, 0.02], [0.02, -0.13, -0.01], [-0.08, 0.01, 0.03], [-0.08, -0.09, 0.01], [0.20, -0.02, 0.03], [-0.01, -0.02, -0.04], [-0.13, -0.03, -0.66], [0.02, -0.02, -0.03], [-0.77, -0.22, -0.22], [-0.05, -0.06, 0.00], [-0.05, 0.19, 0.04], [-0.11, 0.05, -0.01], [0.10, 0.14, -0.08], [0.13, -0.06, -0.06], [0.07, -0.09, 0.05], [0.07, 0.05, -0.05], [-0.08, -0.04, 0.02], [0.02, -0.13, 0.02], [0.02, -0.02, 0.04], [0.06, 0.05, -0.12], [-0.05, 0.08, -0.09], [0.01, 0.02, 0.03], [-0.03, -0.04, 0.04], [-0.05, 0.00, 0.01], [0.06, -0.02, 0.02], [0.01, -0.03, 0.08], [-0.21, 0.12, 0.00], [0.13, -0.02, -0.03], [0.08, -0.19, 0.10], [0.66, 0.44, 0.20], [-0.06, 0.02, -0.02], [-0.05, -0.04, 0.02], [0.02, 0.07, -0.01], [-0.04, 0.06, -0.07], [0.18, -0.12, 0.04], [0.07, 0.11, -0.08], [-0.07, 0.10, -0.12], [0.03, 0.00, 0.03], [-0.04, -0.08, 0.05], [-0.07, -0.01, 0.00], [0.07, -0.01, 0.03], [0.01, -0.05, 0.08], [-0.13, -0.12, -0.06], [0.08, 0.08, 0.24], [0.05, 0.02, 0.01], [-0.01, -0.01, -0.02], [-0.06, -0.07, -0.09], [0.05, -0.02, -0.09], [-0.04, 0.02, 0.01], [-0.04, -0.02, -0.03], [0.06, 0.04, 0.00], [0.08, 0.03, 0.07], [0.20, 0.07, -0.04], [-0.06, -0.03, 0.01], [-0.05, -0.06, -0.04], [0.00, -0.02, -0.07], [-0.04, -0.01, 0.05], [-0.07, -0.05, 0.00], [-0.24, 0.12, 0.07], [0.15, -0.08, 0.16], [-0.01, -0.04, 0.06], [-0.02, -0.01, -0.02], [-0.08, 0.04, -0.05], [-0.05, -0.03, -0.04], [0.05, 0.04, -0.03], [-0.02, 0.05, -0.05], [0.91, 0.39, 0.66], [0.08, 0.09, 0.25], [0.07, 0.10, -0.07], [0.01, -0.04, 0.01], [0.42, -0.03, -0.08], [0.05, -0.04, 0.05], [-0.07, -0.04, -0.01], [0.03, -0.07, 0.03], [0.04, 0.09, -0.15], [-0.16, -0.11, 0.22], [-0.02, -0.07, -0.03], [0.03, 0.01, -0.01], [0.05, 0.04, -0.11], [0.08, -0.03, -0.04], [-0.01, 0.06, 0.04], [0.03, 0.06, -0.02], [-0.03, 0.07, 0.01], [-0.07, -0.10, 0.09], [0.02, -0.12, 0.03], [0.01, 0.02, -0.02], [0.03, 0.06, -0.06], [0.03, -0.02, -0.05], [-0.03, 0.04, 0.04], [0.01, 0.09, -0.03], [-0.01, 0.02, -0.02], [0.10, 0.01, 0.09], [0.01, -0.04, 0.13], [-0.02, -0.01, -0.02], [-0.09, -0.02, -0.07], [-0.06, -0.04, 0.01], [0.04, 0.05, -0.02], [0.00, 0.02, -0.09]]
}

Entry 2:
{
  "formula": "C3H4InO4",
  "method": "the ωB97M-V functional and the def2-TZVPD basis",
  "orbital_gap_ha": [0.2444, 0.2667],
  "e_lumo_ev": [-18.10, -17.87],
  "homo_energy_ev": [-24.75, -25.12],
  "molar_mass_g_mol": 218.9,
  "total_charge": 3,
  "e_above_lowest_ev": 2.479,
  "e_tot_ha": -606.23483,
  "elements": ["C", "O", "O", "C", "O", "C", "In", "H", "H", "O", "H", "H"],
  "coordinates": [[-0.294, -0.796, 0.449], [-1.495, -0.749, 0.712], [0.206, -1.562, -0.497], [1.603, -1.422, -0.413], [0.733, -1.002, 1.559], [1.864, -1.386, 0.938], [-3.085, -1.496, 0.486], [2.816, -1.229, 1.444], [2.155, -1.942, -1.190], [0.375, 0.994, -1.096], [0.288, 1.692, -0.438], [1.337, 0.440, -1.100]],
  "forces_ev_per_angstrom": [[2.06, -3.14, 1.69], [7.53, 4.16, 1.06], [1.39, 1.71, -1.86], [-1.77, -3.95, -1.46], [-0.02, 1.07, -1.53], [-1.25, 3.44, 2.23], [-8.32, -3.44, -0.94], [0.14, -0.75, 0.47], [0.29, 0.47, -0.49], [2.21, -4.03, 0.74], [0.97, 0.89, 0.16], [-3.23, 3.57, -0.07]]
}

Entry 3:
{
  "formula": "C13H26LuN6O6S",
  "method": "the ωB97M-V functional and the def2-TZVPD basis",
  "orbital_gap_ha": 0.1672,
  "e_lumo_ev": -4.04,
  "homo_energy_ev": -8.59,
  "molar_mass_g_mol": 569.4,
  "total_charge": 1,
  "e_tot_ha": -2924.22846,
  "elements": ["O", "H", "Lu", "N", "N", "N", "N", "O", "O", "O", "O", "C", "C", "C", "C", "C", "H", "H", "H", "C", "H", "H", "H", "C", "C", "H", "H", "H", "H", "H", "H", "H", "H", "C", "H", "H", "H", "O", "H", "H", "C", "N", "C", "C", "N", "C", "S", "H", "H", "H", "H", "H", "H"],
  "coordinates": [[-0.185, -0.617, -3.580], [-0.726, -0.667, -4.405], [-0.149, -1.275, -0.373], [-2.216, -1.481, -1.234], [-1.356, 0.886, -1.096], [1.895, -2.004, 0.162], [1.496, 0.478, 0.237], [-2.504, -2.685, -0.941], [2.175, -3.358, -0.111], [1.164, 1.797, 0.515], [-1.010, 2.106, -0.728], [-2.620, 0.768, -1.622], [-3.073, -0.572, -1.744], [2.879, -1.337, 0.766], [2.649, 0.080, 0.828], [-4.318, -1.041, -2.364], [-4.089, -1.541, -3.317], [-5.010, -0.216, -2.536], [-4.773, -1.792, -1.711], [-3.427, 1.972, -1.953], [-2.875, 2.614, -2.647], [-3.676, 2.554, -1.055], [-4.362, 1.680, -2.431], [4.053, -2.023, 1.357], [3.557, 0.967, 1.606], [4.160, -3.010, 0.908], [3.911, -2.155, 2.438], [4.963, -1.440, 1.186], [3.154, 1.985, 1.673], [4.539, 0.995, 1.118], [3.718, 0.566, 2.616], [1.506, -3.504, -0.880], [0.269, 1.943, -0.013], [1.141, 0.443, -3.644], [1.072, 0.704, -4.732], [1.815, -0.250, -3.121], [0.918, 1.116, -2.781], [0.388, -2.552, -2.023], [-0.298, -1.600, -3.279], [1.025, -2.888, -2.680], [-2.034, 1.920, 2.682], [-0.783, 1.303, 3.109], [0.131, 1.884, 3.964], [1.159, 1.010, 4.100], [0.846, -0.089, 3.322], [-0.357, 0.090, 2.702], [-1.178, -0.979, 1.681], [-1.981, 2.193, 1.627], [-2.858, 1.224, 2.829], [-2.185, 2.817, 3.285], [-0.029, 2.856, 4.385], [2.085, 1.074, 4.676], [1.407, -0.951, 3.230]],
  "forces_ev_per_angstrom": [[-1.02, 0.31, -1.85], [0.50, 1.01, 0.50], [-1.09, 1.18, -4.20], [-1.02, 2.62, -0.14], [-2.76, -0.89, -0.97], [3.71, -0.55, 1.13], [2.53, 0.91, 1.97], [0.04, -1.16, -0.24], [-1.41, 0.78, -0.86], [0.76, -1.79, -0.36], [1.19, 0.86, 0.30], [4.01, 0.82, 1.27], [1.56, -2.92, 0.42], [-2.09, -2.62, -1.44], [-3.13, 2.00, -0.87], [-0.67, -0.15, 0.00], [-0.22, 0.10, 0.15], [-0.07, -0.29, -0.07], [-0.10, 0.07, -0.16], [-0.20, 0.03, 0.03], [-0.03, 0.04, 0.28], [0.22, -0.05, -0.22], [0.07, 0.09, 0.04], [0.40, 0.07, -0.28], [-0.03, 0.29, -0.02], [0.04, 0.10, 0.10], [0.06, 0.09, -0.19], [-0.10, -0.13, 0.17], [0.14, -0.38, -0.04], [-0.11, 0.07, 0.09], [-0.03, 0.08, -0.20], [1.04, 0.14, 1.41], [-0.92, 0.33, -0.54], [-2.13, -2.14, 1.64], [0.84, -0.01, 1.47], [0.71, 0.13, -1.52], [-0.59, 0.33, -1.47], [0.61, -0.13, -1.41], [1.62, 0.52, 1.59], [-0.37, 0.05, 0.59], [-0.13, 0.21, -0.08], [-0.19, -0.32, -0.22], [0.41, -0.60, -0.14], [0.25, 0.18, 0.24], [-0.03, -0.72, -0.30], [1.04, 0.80, 0.91], [-2.11, -0.05, 3.65], [0.11, -0.05, -0.05], [0.04, 0.01, 0.06], [-0.03, -0.17, -0.08], [-0.01, 0.09, 0.05], [-0.57, -0.03, -0.29], [-0.73, 0.88, 0.13]]
}

Entry 4:
{
  "formula": "C12H9Cl2NOS",
  "method": "the ωB97M-V functional and the def2-TZVPD basis",
  "orbital_gap_ha": 0.3392,
  "e_lumo_ev": 0.39,
  "homo_energy_ev": -8.84,
  "molar_mass_g_mol": 286.2,
  "e_tot_ha": -1911.23282,
  "smiles": "CSc1ccc(Oc2ccc(Cl)c(Cl)c2)nc1",
  "elements": ["Cl", "Cl", "N", "O", "S", "C", "C", "C", "C", "C", "C", "C", "C", "C", "C", "C", "C", "H", "H", "H", "H", "H", "H", "H", "H", "H"],
  "coordinates": [[-4.310, 3.287, 3.053], [-1.784, 3.922, 1.170], [1.188, -0.431, 0.761], [-0.961, -1.174, 0.955], [3.841, 0.079, -2.206], [2.266, -0.085, 0.034], [0.097, -0.898, 0.158], [-0.006, -1.008, -1.243], [-3.585, 0.676, 2.762], [-2.866, -0.393, 2.160], [-1.429, 1.243, 1.105], [1.132, -0.674, -1.997], [-3.274, 1.998, 2.438], [-2.221, 2.290, 1.580], [-1.738, -0.097, 1.378], [2.299, -0.245, -1.343], [4.041, -1.512, -3.106], [3.142, 0.207, 0.555], [-0.950, -1.344, -1.654], [-4.396, 0.483, 3.409], [-3.197, -1.395, 2.384], [-0.559, 1.505, 0.579], [1.070, -0.855, -3.054], [4.920, -1.502, -3.756], [3.157, -1.726, -3.705], [4.124, -2.350, -2.417]],
  "forces_ev_per_angstrom": [[0.48, -0.55, -0.14], [-0.14, -0.39, 0.07], [-0.02, 0.11, -0.11], [-1.12, 0.25, 0.33], [-0.23, -0.44, -0.28], [-1.53, -1.27, -0.36], [1.50, 1.31, -1.00], [0.78, 0.20, 0.78], [1.56, -0.34, -1.81], [-0.19, 1.44, 0.68], [-0.85, -0.50, 0.56], [-0.71, -0.56, 1.05], [-0.67, 0.30, 0.17], [0.23, -0.56, 0.28], [-0.40, 0.16, 0.48], [0.04, -0.12, -0.72], [-0.46, -0.14, 0.19], [0.57, 0.38, 0.51], [0.19, 0.00, -0.25], [-0.73, -0.22, 0.51], [0.32, -0.20, -0.10], [0.96, 0.18, -0.75], [0.27, 0.27, -0.36], [-0.14, 0.33, 0.21], [0.09, 0.25, -0.19], [0.22, 0.10, 0.25]]
}